Entry 1:
The following is a DFT calculation (the ωB97M-V functional and the def2-TZVPD basis) of a structure of composition C30H46BeBrN3P2 in a non-equilibrium geometry.

Orbital gap (alpha / beta)   4.11 / 5.02 eV
Total charge   +2
E_HOMO (alpha / beta)   -12.50 / -12.51 eV
Electronic energy   -4605.60675 hartree
Energy relative to the best compared isomer or geometry (same formula, charge and spin)   196.01 kcal/mol
LUMO (alpha / beta)   -8.4 / -7.5 eV

CARTESIAN COORDINATES (ANGSTROEM)
C -1.066 6.903 -2.971
C -1.410 5.550 -3.053
C -1.534 4.947 -4.306
C -1.191 5.663 -5.453
N -0.800 6.933 -5.371
C -0.735 7.575 -4.180
C -1.506 4.624 -1.975
C -1.101 3.411 -1.710
C -1.065 2.147 -1.050
C 0.206 1.566 -0.763
C 0.338 0.596 0.235
C -0.799 -0.027 0.791
C -2.079 0.443 0.323
C -2.204 1.430 -0.683
Be -2.764 3.480 -1.975
P 2.753 -1.311 1.098
H -1.680 3.861 -4.379
H -0.913 7.440 -2.019
H -1.200 5.153 -6.409
H -0.387 8.619 -4.194
H -3.196 1.591 -1.178
H 1.044 1.931 -1.329
H -3.008 0.033 0.749
H 1.307 0.208 0.511
C 2.770 -2.686 2.333
C 3.259 -4.049 1.868
H 1.738 -2.757 2.674
H 3.360 -2.338 3.176
H 3.372 -4.696 2.753
H 2.544 -4.541 1.195
H 4.238 -4.008 1.360
C 2.975 -2.060 -0.561
C 3.793 -1.243 -1.562
H 1.975 -2.208 -0.978
H 3.412 -3.057 -0.443
H 3.697 -1.706 -2.553
H 3.417 -0.206 -1.654
H 4.845 -1.187 -1.319
C 4.279 -0.365 1.441
C 5.597 -1.119 1.513
H 4.087 0.139 2.402
H 4.331 0.420 0.672
H 6.387 -0.380 1.700
H 5.626 -1.846 2.331
H 5.852 -1.631 0.575
Br -0.747 -1.090 2.279
P -1.845 -1.909 -0.938
C -0.691 -3.279 -1.464
C -1.184 -4.722 -1.535
H 0.111 -3.181 -0.714
H -0.261 -2.970 -2.442
H -0.355 -5.406 -1.774
H -1.609 -5.037 -0.565
H -1.952 -4.871 -2.306
C -2.977 -3.054 0.053
C -4.069 -3.768 -0.716
H -3.368 -2.404 0.852
H -2.308 -3.782 0.538
H -4.809 -4.224 -0.035
H -4.619 -3.105 -1.372
H -3.673 -4.605 -1.305
C -2.727 -1.447 -2.447
C -2.936 -2.579 -3.444
H -2.065 -0.665 -2.864
H -3.659 -0.984 -2.100
H -3.401 -2.180 -4.346
H -1.980 -3.026 -3.726
H -3.611 -3.362 -3.064
C 1.632 1.709 5.970
C 0.621 1.869 4.926
C -0.722 2.256 4.976
C -1.160 2.319 3.617
N -0.129 2.083 2.795
N 0.925 1.781 3.599
C -2.527 2.402 3.114
H 2.129 2.675 6.182
H 1.172 1.355 6.903
H 2.421 0.981 5.682
H -1.319 2.429 5.861
H 1.793 1.365 3.224
H -3.178 2.957 3.812
H -2.552 2.867 2.120
H -2.937 1.359 3.023

***

Entry 2:
The following is a DFT calculation (the ωB97M-V functional and the def2-TZVPD basis) of a structure of composition C30H46BiN7OS3 in a non-equilibrium geometry.

Orbital gap   5.66 eV
Total charge   0
E_HOMO   -5.54 eV
Electronic energy   -3038.09876 hartree
Energy relative to the best compared isomer or geometry (same formula, charge and spin)   199.94 kcal/mol
LUMO   0.1 eV

CARTESIAN COORDINATES (ANGSTROEM)
Bi 0.117 -0.045 0.029
C -2.041 -3.135 -1.240
C -0.657 -3.493 -1.814
S 0.466 -2.042 -1.939
C 1.984 -2.730 -1.136
C 1.902 -3.122 0.362
S 1.474 -1.731 1.598
C -0.242 -2.637 2.384
C -1.263 -3.225 1.429
S -1.971 -2.042 0.221
H -2.632 -2.618 -1.997
H -2.585 -4.043 -0.971
H -0.207 -4.277 -1.205
H -0.777 -3.894 -2.822
H 2.280 -3.604 -1.719
H 2.762 -1.987 -1.277
H 1.230 -3.976 0.486
H 2.891 -3.472 0.672
H 0.134 -3.432 3.032
H -0.737 -1.919 3.030
H -0.864 -4.092 0.903
H -2.088 -3.597 2.043
C -4.142 3.052 -1.979
N -2.742 3.419 -2.081
C -2.520 4.525 -2.989
C -1.028 4.659 -2.971
N -0.599 3.342 -2.583
C 0.787 3.235 -2.270
C -1.560 2.620 -1.933
N -1.372 1.454 -1.290
C -2.476 0.915 -0.505
C -2.436 1.363 0.994
N -1.399 0.647 1.809
C -1.238 0.907 3.059
N -0.246 0.302 3.836
C 0.914 -0.330 3.246
C -0.105 0.960 5.116
C -1.462 1.634 5.271
N -1.912 1.774 3.897
C -3.267 2.243 3.698
H -4.750 3.908 -2.273
H -4.429 2.810 -0.963
H -4.402 2.220 -2.645
H -3.012 5.436 -2.649
H -2.889 4.273 -3.992
H -0.723 5.391 -2.212
H -0.616 4.950 -3.936
H 1.375 3.816 -2.981
H 1.106 2.232 -2.314
H 0.972 3.615 -1.258
H -2.465 -0.134 -0.535
H -3.410 1.171 -0.937
H -3.420 1.132 1.411
H -2.262 2.441 1.019
H 0.470 -1.154 2.426
H 1.500 -0.859 3.998
H 1.551 0.421 2.759
H 0.696 1.707 5.077
H 0.101 0.254 5.920
H -1.388 2.599 5.771
H -2.153 0.991 5.832
H -3.575 2.826 4.564
H -3.971 1.412 3.585
H -3.341 2.897 2.834
O 0.864 1.567 0.896
C 3.195 -0.725 -5.256
C 1.914 -0.289 -4.946
C 1.593 0.119 -3.664
C 2.549 0.129 -2.610
C 3.827 -0.338 -2.967
C 4.149 -0.748 -4.253
N 2.247 0.497 -1.278
C 3.288 1.232 -0.692
C 3.983 2.244 -1.363
C 4.993 2.976 -0.749
C 5.339 2.730 0.568
C 4.657 1.736 1.262
C 3.655 1.013 0.644
H 3.442 -1.044 -6.261
H 1.146 -0.270 -5.711
H 0.578 0.442 -3.465
H 4.591 -0.377 -2.198
H 5.156 -1.091 -4.463
H 3.732 2.466 -2.392
H 5.505 3.746 -1.315
H 6.125 3.300 1.048
H 4.906 1.523 2.296
H 3.141 0.250 1.200

***

Entry 3:
The following is a DFT calculation (the ωB97M-V functional and the def2-TZVPD basis) of a structure of composition C30H46BrCuN3P2 in a non-equilibrium geometry.

Orbital gap (alpha / beta)   6.75 / 4.01 eV
Total charge   +2
E_HOMO (alpha / beta)   -12.53 / -12.53 eV
Electronic energy   -6231.55618 hartree
Energy relative to the best compared isomer or geometry (same formula, charge and spin)   28.11 kcal/mol
Spin multiplicity   2
LUMO (alpha / beta)   -5.8 / -8.5 eV

CARTESIAN COORDINATES (ANGSTROEM)
N 9.264 -2.799 0.593
C 8.316 -3.727 0.744
C 6.952 -3.398 0.849
C 6.538 -2.042 0.740
C 7.568 -1.088 0.478
C 8.910 -1.518 0.451
C 5.126 -1.658 0.780
Cu 2.056 0.127 0.012
P -2.037 2.172 -3.570
C 4.617 -0.453 0.348
C 3.762 -0.430 -0.846
C 3.788 0.657 -1.755
C 3.129 0.546 -2.987
C 2.321 -0.582 -3.256
C 2.074 -1.545 -2.267
C 2.861 -1.534 -1.092
Br 1.566 -0.706 -4.910
H 4.476 -2.512 1.036
H 5.003 0.504 0.703
H 6.229 -4.196 1.004
H 7.343 -0.043 0.299
H 8.634 -4.775 0.803
H 9.731 -0.797 0.326
H 4.436 1.494 -1.484
H 3.027 -2.451 -0.524
H 3.312 1.280 -3.779
H 1.367 -2.365 -2.428
P 1.194 1.831 1.215
C -1.639 0.606 -4.424
C -1.725 0.863 -5.940
H -2.335 -0.191 -4.115
H -0.608 0.324 -4.137
H -1.540 -0.054 -6.518
H -2.719 1.239 -6.210
H -0.998 1.613 -6.277
C -0.412 2.996 -3.562
C -0.553 4.426 -4.091
H 0.262 2.422 -4.216
H -0.019 2.976 -2.538
H 0.428 4.910 -4.136
H -0.982 4.437 -5.100
H -1.211 5.032 -3.458
C -2.757 1.893 -1.933
C -4.299 1.953 -1.939
H -2.367 2.686 -1.278
H -2.391 0.918 -1.596
H -4.680 2.062 -0.917
H -4.642 2.809 -2.532
H -4.734 1.050 -2.382
C -0.390 2.277 2.048
C -0.286 3.118 3.318
H -0.917 1.335 2.238
H -0.977 2.822 1.298
H 0.058 2.523 4.169
H 0.383 3.979 3.210
H -1.269 3.521 3.580
C 1.202 3.086 -0.124
C 2.537 3.735 -0.437
H 0.429 3.837 0.107
H 0.872 2.512 -1.006
H 3.014 4.093 0.482
H 3.195 3.019 -0.941
H 2.393 4.586 -1.120
C 2.377 2.232 2.590
C 2.318 1.126 3.658
H 2.141 3.217 3.028
H 3.396 2.293 2.169
H 3.293 1.034 4.153
H 1.577 1.317 4.445
H 2.083 0.146 3.218
N -2.541 -4.286 3.006
C -1.903 -3.213 2.456
C -1.504 -2.113 3.255
C -0.524 -1.268 2.744
N -0.063 -1.334 1.480
C -0.533 -2.319 0.689
C -1.551 -3.189 1.084
H -2.597 -4.367 4.019
H -2.673 -5.131 2.460
H -1.914 -1.965 4.261
H -0.074 -0.501 3.399
H -0.086 -2.447 -0.306
H -2.007 -3.873 0.364